[1]
{"formula": "C12H28BCl2CrF4N4OS", "method": "ωB97M-V with the def2-TZVPD basis set", "species": ["Cr", "C", "C", "N", "C", "C", "S", "C", "C", "N", "H", "H", "H", "H", "H", "H", "H", "H", "H", "H", "H", "H", "H", "H", "Cl", "C", "Cl", "H", "H", "F", "B", "F", "F", "F", "C", "N", "C", "C", "O", "N", "C", "C", "H", "H", "H", "H", "H", "H", "H", "H", "H", "H", "H", "H"], "xyz": [[0.1354, -0.1519, -0.0732], [0.2514, -2.5468, 1.6387], [-0.2066, -1.4564, 2.5958], [0.0376, -0.1073, 2.0017], [-0.9400, 0.9288, 2.4485], [-2.3277, 0.6903, 1.8558], [-2.2514, 0.0137, 0.1600], [-2.5945, -1.7731, 0.3767], [-1.4810, -2.6337, -0.2038], [-0.1148, -2.2060, 0.2275], [1.3346, -2.6430, 1.6753], [-0.1729, -3.5096, 1.9234], [-1.2667, -1.5439, 2.8161], [0.3186, -1.5516, 3.5449], [0.9505, 0.2253, 2.3120], [-1.0006, 0.9413, 3.5379], [-0.5601, 1.8912, 2.1150], [-2.9473, 0.0134, 2.4410], [-2.8561, 1.6382, 1.7778], [-2.7667, -1.9598, 1.4340], [-3.5251, -1.9869, -0.1464], [-1.6486, -3.6749, 0.0732], [-1.4909, -2.5674, -1.2873], [0.5286, -2.7091, -0.3809], [2.5967, -0.4231, 0.1102], [3.4506, 1.0807, 0.6822], [2.8954, 1.6339, 2.2402], [3.2786, 1.8420, -0.0673], [4.4872, 0.7810, 0.7550], [0.7541, 4.1479, 0.1178], [-0.3825, 3.6181, -0.3067], [-0.6328, 3.5150, -1.6064], [-1.3764, 3.3883, 0.5655], [0.3382, 1.6606, -0.1589], [1.4282, 0.9474, -5.1600], [1.1473, 0.6208, -3.7493], [2.2013, 1.0527, -2.8256], [0.0893, -0.0590, -3.2767], [0.0539, -0.3896, -2.0254], [-0.9677, -0.4394, -4.0202], [-1.1360, -0.4508, -5.4853], [-2.1810, -0.8965, -3.3453], [2.3428, 1.5295, -5.1761], [0.6469, 1.5548, -5.6072], [1.6086, 0.0559, -5.7546], [2.6156, 1.9817, -3.2096], [3.0042, 0.3144, -2.7616], [1.7928, 1.2615, -1.8488], [-0.2140, -0.6175, -6.0129], [-1.6110, 0.4648, -5.8381], [-1.7880, -1.2886, -5.7223], [-2.2618, -0.4596, -2.3591], [-2.2197, -1.9877, -3.2865], [-3.0364, -0.5597, -3.9271]], "forces_ev_per_a": [[-0.44, 0.24, -0.48], [-0.08, 0.09, -0.16], [-0.01, 0.15, -0.11], [-0.08, 0.04, 0.18], [0.04, -0.14, -0.06], [0.07, -0.01, 0.00], [0.16, 0.08, 0.00], [0.04, 0.01, 0.02], [0.12, 0.10, 0.17], [-0.09, -0.23, 0.10], [0.06, 0.01, -0.02], [-0.01, -0.05, 0.02], [-0.04, 0.01, -0.01], [0.01, 0.00, 0.05], [0.01, -0.04, 0.00], [-0.02, -0.01, 0.04], [0.01, -0.05, 0.01], [0.01, -0.03, 0.01], [-0.02, 0.00, -0.01], [0.00, -0.02, -0.01], [-0.01, -0.02, 0.00], [-0.02, -0.07, 0.02], [0.02, 0.02, -0.06], [0.00, 0.01, 0.00], [0.25, -0.26, 0.12], [-0.06, 0.11, 0.04], [-0.04, -0.02, 0.02], [-0.07, 0.03, -0.05], [0.08, -0.03, -0.06], [-0.25, -0.01, -0.03], [0.01, -0.15, -0.11], [-0.01, 0.11, 0.23], [0.16, 0.16, -0.20], [0.22, -0.03, 0.18], [-0.06, -0.03, 0.08], [0.02, -0.02, 0.02], [-0.02, -0.04, -0.20], [-0.03, 0.07, 0.06], [0.15, -0.06, 0.11], [-0.03, 0.01, -0.12], [-0.02, 0.04, 0.14], [0.04, 0.00, -0.04], [-0.01, 0.03, 0.00], [-0.10, -0.04, 0.02], [0.03, 0.00, 0.02], [0.00, -0.01, 0.01], [-0.04, -0.01, 0.00], [-0.11, 0.02, 0.05], [0.14, -0.02, -0.02], [0.02, 0.01, 0.03], [-0.01, 0.00, 0.01], [0.00, 0.01, 0.01], [0.02, 0.02, -0.02], [-0.01, 0.00, -0.01]], "spin_multiplicity": 4, "e_lumo_ha": [-0.262, -0.229], "e_homo_ev": [-14.93, -14.91], "total_charge": 2, "homo_lumo_gap_ha": [0.28624, 0.31918]}


[2]
{"formula": "C3H3IO4", "method": "ωB97M-V with the def2-TZVPD basis set", "species": ["O", "C", "O", "C", "C", "O", "I", "O", "H", "H", "H"], "xyz": [[0.6730, 2.5671, 0.6029], [0.6236, 1.4506, 0.0634], [1.5697, 0.3501, 0.1426], [0.6780, -0.7421, 0.5487], [-0.5038, -0.4764, -0.5005], [-1.8277, -0.6950, -0.0055], [0.0977, -1.3241, -2.4163], [-0.4488, 0.9555, -0.7447], [1.1084, -1.8041, 0.5713], [0.2989, -0.4625, 1.6038], [-2.2689, 0.1810, 0.1342]], "forces_ev_per_a": [[0.09, -4.93, -2.68], [0.20, 1.55, 0.77], [-1.76, 1.27, 0.96], [-1.24, 0.58, 0.46], [-0.84, 1.03, 0.92], [1.42, 0.03, -0.62], [-0.59, -0.25, 0.41], [1.84, 0.36, 2.25], [-0.29, 1.95, -0.49], [0.38, -0.68, -1.54], [0.79, -0.90, -0.42]], "smiles": "O=C1OC[C@](O)(I)O1", "spin_multiplicity": 1, "e_lumo_ha": -0.001, "e_homo_ev": -10.07, "homo_lumo_gap_ha": 0.36890}


[3]
{"formula": "C30H39ClIrN4O4S", "method": "ωB97M-V with the def2-TZVPD basis set", "species": ["Ir", "C", "C", "C", "C", "C", "C", "C", "C", "C", "C", "H", "H", "H", "H", "H", "H", "H", "H", "H", "H", "H", "H", "H", "H", "H", "C", "C", "C", "C", "C", "C", "C", "S", "O", "O", "N", "C", "C", "C", "C", "C", "C", "C", "C", "N", "C", "H", "H", "H", "H", "H", "H", "H", "H", "H", "H", "H", "H", "H", "N", "C", "C", "N", "H", "H", "H", "H", "H", "H", "H", "H", "H", "Cl", "C", "C", "O", "O", "H", "H"], "xyz": [[-0.1795, -0.3949, 0.1354], [-2.1278, 0.1234, 1.3547], [-2.5911, 1.0569, 0.3705], [-3.0491, 0.3207, -0.7598], [-2.8858, -1.0622, -0.4944], [-2.3520, -1.2125, 0.8239], [-2.5183, -2.4414, 1.6473], [-3.3374, -2.1213, -1.4193], [-3.7058, 0.8527, -1.9705], [-2.7809, 2.5093, 0.5901], [-1.9792, 0.4798, 2.7990], [-1.6931, -2.6138, 2.3338], [-2.6639, -3.3085, 1.0109], [-3.4178, -2.3259, 2.2556], [-3.1742, -1.8033, -2.4470], [-4.4083, -2.2971, -1.2962], [-2.8219, -3.0613, -1.2544], [-4.7301, 0.4754, -2.0301], [-3.1976, 0.4957, -2.8680], [-3.7350, 1.9377, -1.9777], [-2.2039, 2.8660, 1.4375], [-3.8354, 2.6902, 0.8082], [-2.5312, 3.0992, -0.2899], [-1.5298, -0.3203, 3.3812], [-2.9701, 0.6867, 3.2145], [-1.3893, 1.3878, 2.9287], [8.1043, -1.8027, -0.6759], [6.8151, -1.4418, -0.0165], [6.8116, -0.9014, 1.2699], [5.6255, -0.5692, 1.9010], [4.4287, -0.7660, 1.2349], [4.3985, -1.2755, -0.0525], [5.5945, -1.6161, -0.6661], [2.8976, -0.5147, 2.1187], [2.3173, -1.8696, 2.2289], [3.0922, 0.1187, 3.3800], [1.8355, 0.3230, 1.1553], [2.1680, 1.6005, 0.8870], [3.2545, 2.2858, 1.4597], [3.5223, 3.6139, 1.1551], [2.7629, 4.3057, 0.2373], [1.6891, 3.6605, -0.4139], [0.9125, 4.2857, -1.4097], [-0.0876, 3.5799, -2.0325], [-0.3348, 2.2676, -1.6246], [0.3416, 1.6830, -0.6587], [1.3715, 2.3163, -0.0746], [8.7030, -0.9085, -0.8379], [7.9476, -2.2871, -1.6362], [8.6863, -2.4659, -0.0394], [7.7492, -0.7449, 1.7802], [5.6214, -0.1799, 2.9062], [3.4604, -1.3719, -0.5783], [5.5808, -2.0290, -1.6636], [3.8733, 1.7906, 2.1866], [4.3454, 4.1062, 1.6498], [2.9808, 5.3372, 0.0076], [1.1247, 5.3082, -1.6841], [-0.6803, 4.0091, -2.8232], [-1.0933, 1.6688, -2.1064], [2.6138, -4.3340, 1.4799], [1.2240, -4.8623, 1.5199], [0.3172, -4.1645, 0.4872], [0.5116, -2.7211, 0.4503], [3.2053, -4.8243, 2.1553], [2.5862, -3.2816, 1.7619], [3.0258, -4.4214, 0.5459], [0.8428, -4.6789, 2.5248], [1.2258, -5.9396, 1.3398], [-0.7126, -4.3943, 0.7671], [0.4848, -4.5732, -0.5106], [1.2668, -2.4975, -0.1948], [0.7968, -2.3952, 1.3748], [0.0450, 0.3563, -4.8515], [1.0071, -0.8734, -4.0100], [0.7036, -0.8619, -2.5171], [-0.4705, -0.6292, -2.1459], [1.6163, -1.0911, -1.7071], [2.0638, -0.6742, -4.1821], [0.7356, -1.8441, -4.4250]], "forces_ev_per_a": [[2.27, 0.87, -1.28], [1.85, -1.43, 0.12], [-1.42, -0.01, -1.88], [0.24, 0.97, 1.07], [0.23, 0.24, 0.14], [0.10, 0.88, 0.21], [0.17, 0.04, -0.02], [0.28, 0.02, -0.05], [0.01, -0.05, -0.23], [0.21, -0.07, 0.00], [-0.03, 0.02, -0.06], [0.09, -0.02, 0.05], [0.03, -0.14, 0.03], [-0.05, -0.03, 0.03], [0.00, -0.05, -0.06], [-0.09, 0.02, 0.06], [0.04, -0.13, 0.04], [-0.04, 0.09, -0.01], [0.06, 0.08, -0.10], [-0.03, 0.07, -0.04], [0.07, 0.10, 0.02], [-0.10, 0.05, 0.03], [0.00, 0.02, -0.03], [0.05, -0.03, -0.01], [-0.02, -0.04, 0.03], [0.05, -0.10, -0.01], [0.11, -0.02, -0.05], [-0.17, 0.10, 0.15], [-0.13, -0.04, -0.12], [0.06, 0.04, 0.16], [-0.42, 0.25, 0.28], [-0.03, -0.04, -0.09], [-0.12, -0.02, 0.12], [-1.10, -0.08, -0.58], [-0.17, 0.17, 0.07], [0.43, 0.04, 0.07], [-1.01, -3.16, 0.54], [0.81, 2.70, -0.32], [-0.90, -0.69, -0.33], [-0.33, 0.71, -0.69], [0.24, -0.24, 0.30], [0.09, -0.18, 0.15], [-0.21, -0.28, -0.03], [0.34, 0.08, 0.15], [-0.37, -0.16, -0.24], [-1.48, -2.02, 0.66], [1.30, 0.17, 1.12], [0.07, 0.06, -0.05], [0.00, -0.02, -0.03], [0.06, -0.06, 0.01], [0.10, 0.01, 0.10], [0.03, 0.09, 0.15], [-0.08, -0.01, -0.12], [-0.01, 0.02, -0.14], [0.05, 0.12, 0.05], [0.07, 0.04, 0.02], [0.00, 0.08, -0.07], [0.02, 0.10, -0.02], [-0.05, 0.02, -0.09], [-0.08, 0.00, 0.02], [0.03, 0.35, 0.06], [-0.59, -0.03, -0.19], [-0.49, -0.42, -0.01], [-0.14, 1.40, 0.28], [0.02, 0.06, -0.18], [0.41, -0.48, -0.19], [0.07, -0.02, 0.24], [0.12, -0.01, 0.02], [0.06, 0.13, 0.05], [0.10, -0.14, -0.08], [-0.03, 0.04, 0.01], [0.04, 0.19, 0.01], [0.20, -0.07, -0.17], [0.01, 0.07, -0.12], [-0.10, 0.10, 0.17], [0.44, -0.17, -0.51], [-1.41, -0.03, 0.67], [0.22, -0.08, 0.65], [-0.14, -0.05, 0.06], [0.07, 0.02, 0.04]], "spin_multiplicity": 2, "e_lumo_ha": [-0.275, -0.271], "e_homo_ev": [-12.62, -12.65], "total_charge": 2, "homo_lumo_gap_ha": [0.18859, 0.19441]}


[4]
{"formula": "C4H3LiMnO", "method": "ωB97M-V with the def2-TZVPD basis set", "species": ["C", "C", "H", "Li", "O", "C", "C", "Mn", "H", "H"], "xyz": [[0.5344, 2.0737, -0.3578], [0.8873, 3.0097, 0.3509], [1.2586, 3.8116, 0.9745], [1.2849, -1.4103, -0.6565], [-1.7688, -0.3028, 0.7367], [-1.3986, -0.4917, -0.3691], [-0.8606, -0.4804, -1.5603], [-1.2305, 1.2834, 1.8522], [-1.2670, -1.4379, -2.0165], [-0.4228, 0.3000, -2.1819]], "forces_ev_per_a": [[-1.56, -2.30, 0.47], [-0.06, 1.03, 2.21], [0.05, -0.05, -0.59], [0.23, 0.27, -0.27], [-0.56, -0.95, 0.21], [1.56, 2.38, -1.44], [-1.61, -3.10, 0.34], [1.56, 1.65, -1.26], [0.54, 0.83, -0.21], [-0.15, 0.23, 0.54]], "spin_multiplicity": 6, "e_lumo_ha": [-0.385, -0.385], "e_homo_ev": [-17.07, -17.05], "total_charge": 2, "homo_lumo_gap_ha": [0.24238, 0.24129]}


Computed values of F_max (unit: eV Å⁻¹) for the preceding records, in sequence: 0.7 5.6 3.4 3.5.